Here is a cluster of 4 separate species, C27H64N5O8 in total from the OMol25 dataset. Energies are from ωB97M-V with the def2-TZVPD basis set.

Results
**Highest occupied orbital energy**: -0.364 hartree
**Energy above the lowest of the compared OMol25 structures with the same formula, charge and spin**: 8.3 kcal/mol

```
! wB97M-V def2-TZVPD RIJCOSX def2/J DEFGRID3
* xyz 1 1
N 0.868 3.477 1.456
C 1.403 3.870 0.154
C 0.622 5.008 -0.584
C 1.574 6.142 -1.025
N 1.220 7.488 -0.432
C 0.885 7.499 1.043
C -0.085 6.370 1.416
C -0.567 5.612 0.178
C -1.691 4.598 0.471
C -2.961 4.802 -0.397
C -4.167 5.093 0.468
O -4.621 6.179 0.631
O -4.743 3.999 1.055
H 0.397 2.580 1.369
H 1.625 3.344 2.114
H 2.444 4.177 0.281
H 1.435 3.009 -0.519
H 0.218 4.579 -1.503
H 1.556 6.285 -2.104
H 2.608 5.953 -0.736
H 0.449 7.903 -0.955
H 2.017 8.109 -0.578
H 0.453 8.479 1.239
H 1.833 7.445 1.576
H -0.942 6.804 1.931
H 0.391 5.670 2.098
H -1.019 6.361 -0.490
H -1.945 4.677 1.532
H -1.324 3.583 0.340
H -2.849 5.656 -1.063
H -3.161 3.924 -1.011
H -4.069 3.445 1.470
C -7.255 2.436 2.062
O -8.272 1.677 2.677
C -8.779 0.618 1.873
C -8.452 -0.720 2.498
N -7.015 -0.951 2.477
C -6.572 -2.141 3.192
C -6.780 -2.172 4.701
O -6.021 -1.197 5.394
C -6.666 0.044 5.601
H -6.988 3.241 2.743
H -6.364 1.828 1.859
H -7.591 2.876 1.118
H -8.355 0.674 0.865
H -9.863 0.733 1.797
H -8.947 -1.511 1.926
H -8.876 -0.729 3.512
H -6.554 -0.140 2.871
H -5.502 -2.262 3.003
H -7.072 -3.013 2.758
H -6.439 -3.145 5.064
H -7.839 -2.079 4.971
H -7.744 -0.082 5.732
H -6.502 0.746 4.777
H -6.252 0.480 6.510
C 1.010 -2.711 -2.900
O 0.620 -3.122 -1.607
C 1.692 -3.649 -0.826
C 1.896 -2.796 0.405
N 2.393 -1.476 0.037
C 2.446 -0.517 1.125
C 1.129 -0.102 1.771
O 0.268 0.615 0.891
C -0.622 -0.184 0.120
H 0.111 -2.388 -3.423
H 1.726 -1.880 -2.872
H 1.467 -3.532 -3.461
H 2.606 -3.711 -1.419
H 1.422 -4.662 -0.517
H 2.625 -3.279 1.062
H 0.940 -2.756 0.946
H 1.815 -1.111 -0.710
H 2.935 0.388 0.751
H 3.091 -0.921 1.913
H 1.358 0.576 2.598
H 0.589 -0.953 2.195
H -0.910 -1.088 0.660
H -0.188 -0.476 -0.838
H -1.517 0.410 -0.070
C 7.294 -5.421 -6.445
O 7.360 -6.315 -5.354
C 8.471 -6.105 -4.492
C 7.992 -5.745 -3.104
N 7.334 -4.448 -3.110
C 6.697 -4.079 -1.855
C 5.527 -4.931 -1.378
O 4.385 -4.850 -2.215
C 4.340 -5.772 -3.289
H 6.441 -5.718 -7.053
H 7.158 -4.383 -6.120
H 8.198 -5.475 -7.061
H 9.114 -5.314 -4.888
H 9.052 -7.030 -4.446
H 8.853 -5.703 -2.430
H 7.340 -6.559 -2.756
H 6.644 -4.437 -3.852
H 6.341 -3.050 -1.949
H 7.459 -4.081 -1.069
H 5.215 -4.548 -0.402
H 5.808 -5.981 -1.237
H 4.844 -6.708 -3.034
H 4.790 -5.371 -4.201
H 3.290 -5.986 -3.492
*
```